# 1
Computed, not measured: an isolated molecule of C3H6INOS in a non-equilibrium geometry, with wB97M-V/def2-TZVPD.

Geometry (Å):
C 0.6425 -1.0998 0.2647
C -0.4644 -1.1056 -0.7622
C 0.0239 0.2119 -0.1789
N -0.4155 2.5950 -0.4243
O -1.6251 -1.8844 -0.4594
S -0.3846 1.6783 0.8033
I 1.8855 1.5904 1.9144
H 0.2286 -1.4300 1.2578
H 1.7331 -1.2586 0.2921
H -0.1186 -1.2922 -1.7536
H -1.3265 -2.1294 0.4328
H 0.5118 0.6039 -1.0935
H -0.6906 3.5204 -0.2932

Force components x, y, z for each atom (eV/Å):
-0.3719 0.6006 1.8437
-0.3342 -1.3127 0.6999
0.7950 -0.5847 -1.1876
-0.0535 0.9739 -3.3357
1.6921 1.0722 0.7480
-2.9376 -3.4760 0.3516
3.1340 0.3136 1.7739
0.3355 0.4074 -0.7971
-0.6715 -0.1262 -0.8544
-0.2833 0.2952 -0.8078
-1.2187 -0.5560 -0.1697
0.1989 0.3592 1.0722
-0.2847 2.0334 0.6630

The spin multiplicity is 3. The charge is 0. For the relative energy (zero: lowest compared OMol25 entry of this formula, charge and spin), the calculation gives 63.0 kJ/mol. Its gap between HOMO and LUMO (spin up / spin down) is 7.328 / 6.596 eV.



# 2
Computed, not measured: a structure of composition C37H25AsBr4FN2O2Pt, with wB97M-V/def2-TZVPD.

Geometry (Å):
Pt -0.4953 -0.2672 0.6513
Br -7.5872 -0.0003 0.3344
C -5.7916 0.0721 -0.2602
C -5.4771 0.5466 -1.5184
Br -6.8396 1.1450 -2.6916
C -4.1367 0.5914 -1.9219
Br -3.6314 1.2680 -3.6225
C -3.0683 0.1864 -1.1073
O -1.8417 0.2467 -1.4790
C -3.4119 -0.2896 0.2233
O -2.4757 -0.6589 1.0759
C -4.7492 -0.3422 0.5886
Br -5.1053 -0.9802 2.3400
F -5.6812 3.7684 0.3595
C -4.4578 3.2644 0.6608
C -4.2865 2.5982 1.8561
C -3.0342 2.0802 2.1517
C -1.9620 2.2179 1.2724
C -0.6333 1.5840 1.5505
C -2.1833 2.9020 0.0783
C -3.4276 3.4268 -0.2407
H -5.1298 2.4597 2.5200
H -2.8981 1.5099 3.0628
H -0.4922 1.4501 2.6274
H 0.1536 2.2572 1.2020
H -1.3770 2.9796 -0.6421
H -3.6100 3.9238 -1.1847
C 2.6806 0.8328 -4.1984
C 3.6807 0.2743 -3.4116
C 3.4438 0.0130 -2.0693
C 2.2057 0.3129 -1.5091
C 1.1993 0.8637 -2.2997
C 1.4421 1.1219 -3.6441
As 1.7703 0.0109 0.3620
C 2.9755 -1.4316 0.8596
C 4.3188 -1.2015 1.1454
C 5.1527 -2.2576 1.4844
C 4.6492 -3.5507 1.5410
C 3.3094 -3.7846 1.2675
C 2.4749 -2.7269 0.9313
C 2.6835 1.4865 1.2324
C 2.6647 1.5346 2.6236
C 3.2822 2.5782 3.2942
C 3.9132 3.5877 2.5776
C 3.9249 3.5486 1.1925
C 3.3106 2.4989 0.5179
H 2.8650 1.0294 -5.2475
H 4.6444 0.0351 -3.8446
H 4.2239 -0.4384 -1.4674
H 0.2101 1.0438 -1.8912
H 0.6465 1.5330 -4.2526
H 4.7118 -0.1915 1.1215
H 6.1953 -2.0706 1.7094
H 5.3004 -4.3741 1.8066
H 2.9101 -4.7896 1.3219
H 1.4246 -2.8981 0.7342
H 2.1533 0.7588 3.1828
H 3.2605 2.6116 4.3761
H 4.3872 4.4085 3.1011
H 4.4071 4.3386 0.6307
H 3.3173 2.4762 -0.5640
N -2.5065 -6.3637 1.1704
C -2.1410 -5.4717 0.5454
C -1.6480 -4.3827 -0.2499
C -1.5815 -4.4868 -1.6370
C -1.0836 -3.4182 -2.3534
C -0.6599 -2.2885 -1.6717
N -0.7159 -2.1981 -0.3423
C -1.2197 -3.2108 0.3601
H -1.9241 -5.3869 -2.1294
H -1.0328 -3.4399 -3.4326
H -0.2977 -1.4108 -2.1894
H -1.2986 -3.0657 1.4290

Force components x, y, z for each atom (eV/Å):
-0.0113 0.0042 -0.0138
0.0043 -0.0053 0.0003
0.0084 -0.0116 0.0310
0.0237 0.0137 -0.0118
0.0067 -0.0118 0.0083
-0.0464 -0.0189 -0.0027
-0.0082 -0.0014 0.0003
0.1311 -0.0535 0.0672
-0.0885 -0.0195 0.0046
-0.0737 -0.0232 -0.1306
0.0214 0.0470 -0.0395
-0.0117 -0.0200 -0.0662
-0.0160 -0.0137 -0.0024
0.0140 -0.0097 -0.0034
-0.0196 0.0142 0.0263
0.0187 0.0574 0.0291
0.0166 0.0440 0.0379
-0.0099 -0.0360 -0.0186
-0.0092 -0.0053 0.0374
0.0042 0.0367 -0.0114
0.0450 0.0252 0.0043
-0.0006 -0.0074 0.0020
-0.0060 0.0056 -0.0004
-0.0101 0.0041 0.0073
0.0298 -0.0013 0.0104
-0.0067 0.0049 0.0023
-0.0003 -0.0060 -0.0001
-0.0011 -0.0017 0.0018
-0.0053 -0.0006 0.0091
0.0177 -0.0040 -0.0154
-0.0039 -0.0012 0.0284
0.0299 -0.0652 -0.0788
-0.0089 -0.0026 0.0070
0.0931 0.0602 -0.0003
0.0247 -0.0386 -0.0136
-0.0177 0.0097 0.0123
-0.0128 -0.0392 -0.0069
0.0242 0.0174 0.0029
-0.0244 0.0149 -0.0224
0.0244 0.0077 -0.0067
-0.0509 0.0678 -0.0331
-0.0026 0.0044 0.0083
-0.0060 -0.0139 -0.0063
0.0081 0.0028 0.0047
-0.0024 -0.0064 -0.0149
0.0006 -0.0101 0.0663
-0.0007 0.0012 0.0052
-0.0043 0.0003 -0.0030
-0.0053 0.0144 0.0189
-0.0903 0.0126 0.0757
0.0116 0.0068 -0.0056
0.0067 -0.0116 -0.0124
0.0001 0.0026 -0.0010
-0.0042 0.0021 0.0044
-0.0014 0.0031 0.0035
0.0342 -0.0268 0.0157
-0.0102 -0.0081 -0.0064
-0.0020 -0.0010 -0.0016
0.0001 -0.0020 -0.0008
0.0006 0.0006 -0.0015
-0.0011 0.0044 -0.0321
-0.0112 -0.0157 0.0004
0.0124 0.0025 0.0153
-0.0020 0.0219 0.0049
0.0006 0.0068 -0.0199
-0.0086 -0.0360 -0.0403
0.0409 0.0970 -0.0328
-0.0134 -0.0548 0.0933
-0.0277 0.0164 -0.0196
0.0005 0.0022 -0.0019
-0.0015 -0.0024 0.0090
-0.0207 -0.0522 0.0199
0.0048 0.0018 0.0021

The charge is -1. For the relative energy (zero: lowest compared OMol25 entry of this formula, charge and spin), the calculation gives 9.9 kJ/mol. Its gap between HOMO and LUMO is 5.750 eV.



# 3
Computed, not measured: a cluster of 2 separate species, C4H10NO in total in a non-equilibrium geometry, with wB97M-V/def2-TZVPD.

Geometry (Å):
C 0.2099 0.0832 -1.7856
C -1.1788 0.4870 -1.4926
C 1.3246 -0.3423 1.4019
C -0.0604 -0.1183 0.7239
N -0.1324 0.6119 -0.4219
O -0.7563 -1.3252 0.5544
H 0.3371 -0.9887 -1.7877
H 0.6650 0.9044 -2.3411
H -1.5781 1.3888 -1.8636
H -1.8149 -0.2689 -1.2725
H 1.2703 -1.1381 2.2576
H 2.1816 -0.5314 0.7460
H 1.4589 0.4504 2.0469
H -1.0000 0.7647 2.0943
H 0.1631 1.6252 -0.2438
H -1.0895 -1.6026 1.3839

Force components x, y, z for each atom (eV/Å):
-1.0070 1.1986 -0.1328
1.7935 0.5392 0.4506
-1.2440 -1.8558 0.6400
-1.4429 -3.0424 6.6836
0.3468 4.4211 -2.1963
0.7740 1.6740 -1.9315
0.8074 0.1320 -0.3377
0.9165 -1.1753 -0.1739
-0.2562 0.9493 -0.2051
-2.0594 -2.0491 0.6017
-0.2866 0.7699 -2.1630
-0.3514 0.0246 0.0049
0.9432 2.3440 0.7916
1.8107 -1.4421 -2.9520
-0.3470 -1.9013 -0.4266
-0.3978 -0.5867 1.3464

The charge is +1. For the relative energy (zero: lowest compared OMol25 entry of this formula, charge and spin), the calculation gives 509.4 kJ/mol. Its gap between HOMO and LUMO is 9.647 eV.



# 4
Computed, not measured: a structure of composition C14H15NSeTl in a non-equilibrium geometry, with wB97M-V/def2-TZVPD.

Geometry (Å):
C 1.1466 -1.5547 -2.9514
C -0.2555 -1.4227 -3.1643
C -0.9528 -1.9927 -2.0776
C 0.0339 -2.5416 -1.1513
C 1.3406 -2.2815 -1.7140
Tl 0.2547 -0.3234 -0.5099
C -1.5700 1.8442 -1.8799
C -0.1160 1.9882 -1.9197
C 0.6979 2.3839 -2.9463
N 0.9592 1.7826 -1.0224
H -2.0109 -2.0806 -1.9511
H -0.7209 -0.8838 -4.0167
H -0.1903 -3.1455 -0.2861
H 2.3023 -2.6099 -1.2978
H 1.9192 -1.1971 -3.5848
H -2.1034 1.2667 -2.6576
H 1.9361 1.1722 -0.9303
H -2.1687 2.3242 -1.1226
H 0.3542 2.9473 -3.7977
H 1.7376 2.1407 -2.8318
Se -2.2726 -0.5134 1.1538
C -1.0413 -0.1436 2.4940
C -1.3170 0.9704 3.2969
C -0.5184 1.2038 4.4155
C 0.6706 0.4811 4.6397
C 1.0046 -0.5465 3.7129
C 0.2255 -0.7976 2.5768
H -2.2544 1.5329 3.1418
H -0.8197 1.9676 5.1175
H 1.3304 0.7285 5.4769
H 1.9028 -1.1114 3.8981
H 0.4958 -1.5883 1.8895

Force components x, y, z for each atom (eV/Å):
-0.9017 -1.3957 1.5416
0.0413 0.2300 -0.0095
1.5456 -0.8371 -0.1793
-0.3101 -0.2075 -1.3848
-0.0770 0.2678 -1.3178
-1.9173 1.1988 1.3999
2.0614 -0.5573 0.5168
0.5080 -0.4303 -3.0944
-0.8220 0.1426 -1.4594
1.2546 -1.8788 5.8462
-0.3085 0.1857 0.1143
0.4080 -0.4557 0.8095
-0.0007 0.0207 0.0246
-0.5511 0.2199 -0.1862
0.4815 0.2832 -0.3793
0.6997 0.9579 0.0496
-2.8610 2.5344 -2.1080
0.1353 -0.4625 0.4797
-0.0354 0.4414 -0.1139
0.2761 -0.0367 -1.0042
-0.1519 -0.6294 -0.8198
0.9060 0.5998 -0.8680
-0.0144 -0.5808 1.2958
0.6254 -0.0352 -0.2424
-0.5277 -0.5996 -0.9287
-0.1488 1.2039 0.2901
-0.9318 0.5285 1.8775
0.6783 -0.3940 0.0617
0.0977 0.2354 0.0665
-0.3271 -0.2665 -0.2472
0.2991 -0.1256 -0.1370
-0.1316 -0.1573 0.1061

The charge is -1. For the relative energy (zero: lowest compared OMol25 entry of this formula, charge and spin), the calculation gives 0.0 kJ/mol. Its gap between HOMO and LUMO (spin up / spin down) is 5.074 / 5.205 eV.



# 5
Computed, not measured: an isolated molecule of C5H9NO in a non-equilibrium geometry, with wB97M-V/def2-TZVPD.

Geometry (Å):
C 0.8108 1.1483 0.5764
C 0.3696 -0.1691 -0.0045
C 1.3617 -0.8883 -0.8700
C -0.6190 -0.9688 0.7603
O -2.9154 0.5572 0.3759
C -2.0208 0.6345 -0.4335
N -0.9888 -0.2967 -0.4774
H 1.0857 1.8387 -0.2259
H 1.6879 0.9845 1.2071
H 0.0277 1.6144 1.1854
H 2.2566 -1.1198 -0.2898
H 0.9368 -1.8185 -1.2630
H 1.6359 -0.2539 -1.7163
H -0.6486 -2.0529 0.6802
H -0.9658 -0.5930 1.7388
H -2.0143 1.3834 -1.2436

Force components x, y, z for each atom (eV/Å):
0.0593 0.0961 0.0044
0.2756 -0.0446 -0.0612
0.2050 -0.0316 -0.1183
-0.2228 -0.4572 0.4316
0.0013 0.3191 -0.3309
0.0184 -0.3117 0.3644
-1.0425 0.2484 0.3792
0.0296 0.0028 0.0933
-0.0345 0.0979 -0.0362
0.1033 -0.1402 -0.1155
0.0667 -0.0141 -0.0998
0.0651 0.2093 0.1324
0.1051 -0.0673 0.0136
0.2669 0.1217 0.0568
-0.0349 0.0517 -0.8099
0.1383 -0.0806 0.0961

The SMILES is CC1(C)CN1C=O. The charge is 0. For the relative energy (zero: lowest compared OMol25 entry of this formula, charge and spin), the calculation gives 159.0 kJ/mol. Its gap between HOMO and LUMO is 10.594 eV.



# 6
Computed, not measured: an isolated molecule of C4H9ClN2S in a non-equilibrium geometry, with wB97M-V/def2-TZVPD.

Geometry (Å):
C -1.8770 -0.7638 1.2079
C -1.8681 -0.6102 -0.3387
C 1.3574 0.4285 0.5138
C 1.6353 1.3277 -0.7355
H -1.9550 0.2794 1.5675
H -0.9429 -1.0836 1.6283
H -2.7498 -1.2856 1.6318
H -0.3962 -0.2609 -1.7207
H 1.2194 -1.4548 -0.4008
H 0.8438 1.0351 1.2017
H 2.2596 0.0034 0.9597
H 2.3530 2.1091 -0.4791
H 0.7116 1.7891 -1.1175
N -0.5265 -0.5404 -0.7617
N 0.6065 -0.7957 0.0901
S -3.1989 -0.5782 -1.2737
Cl 2.5278 0.4008 -1.9732

Force components x, y, z for each atom (eV/Å):
-1.1930 1.2727 -0.3912
2.6438 -1.0605 2.1218
0.3341 -1.3974 -3.0894
0.7797 0.0484 1.2618
-0.1952 -0.2112 -0.0683
0.2284 -0.6296 -0.1213
0.4067 0.0720 -0.5628
0.3269 -0.1399 -0.2406
-0.3167 0.5435 0.2107
-0.9863 0.4104 1.1122
0.1063 0.4806 -0.0707
-0.3754 0.1456 0.1410
0.4397 -0.4377 -0.0932
-1.3005 0.0166 0.6909
-0.8893 0.6861 -0.3351
0.3191 0.2764 -0.2583
-0.3284 -0.0759 -0.3074

The SMILES is CC(=S)NNCCCl. The charge is 0. For the relative energy (zero: lowest compared OMol25 entry of this formula, charge and spin), the calculation gives 50.4 kJ/mol. Its gap between HOMO and LUMO is 9.063 eV.